Formula: C3H7MgO3Y
Source: the OMol25 dataset
Level of theory: ωB97M-V/def2-TZVPD

Computed properties:
ΔE to the lowest compared entry with this formula, charge and spin ... 11.6 kcal per mole
Maximum force ... 4.91 eV Å⁻¹
E_HOMO (spin up / spin down) ... -0.3998 / -0.3998 Eh
Multiplicity ... 2
Charge ... +1
HOMO-LUMO gap (spin up / spin down) ... 5.89 / 5.88 eV
Expectation value of S² ... 0.75

Geometry (Å):
O1 -1.27 2.16 0.47
C1 -2.11 1.17 -0.04
C2 -1.59 -0.22 0.29
O2 -0.18 -0.23 -0.03
C3 0.45 -1.45 -0.03
Y1 0.76 1.91 0.41
H1 -2.21 1.25 -1.14
H2 -3.13 1.24 0.38
H3 -2.10 -1.00 -0.29
H4 -1.68 -0.45 1.36
H5 3.69 -1.35 -0.68
H6 -0.14 -2.28 -0.40
Mg1 3.97 1.31 -0.40
O3 4.40 -0.50 -0.73
H7 1.13 -1.58 0.82

Now the natural (NBO) charges, all in e: -1.07 -0.11 -0.10 -0.67 0.01 1.61 0.18 0.21 0.22 0.20 0.48 0.18 1.11 -1.42 0.17